Record 1
Entry from OMol25: C31H23F5IrN5O2S3 as an isolated structure in a non-equilibrium geometry (ωB97M-V/def2-TZVPD).

Last column: Löwdin charge in e.
Atoms and positions in Å:
C (1.66634, -1.13685, -3.33625)  -0.093
F (0.76994, -1.21095, 1.70585)  -0.158
C (-1.93326, 1.09045, 2.31135)  -0.052
N (2.95164, 1.62265, -0.34095)  0.040
N (0.72734, -1.13415, -2.37005)  -0.084
C (0.76994, -2.52345, 3.63165)  -0.138
S (-2.21646, -1.28685, 0.89175)  0.695
N (0.64194, 0.87175, -0.34095)  -0.063
C (-2.70106, 0.40075, 1.37145)  -0.273
C (-0.68276, 1.14005, -0.34095)  -0.120
F (0.76994, -6.04055, 1.47805)  0.092
H (-0.21346, -1.13095, -6.10445)  0.132
H (6.11934, 2.54225, -0.34095)  0.141
Ir (0.76994, -1.13415, -0.34095)  1.057
C (-0.95826, -1.12845, -4.06915)  -0.145
C (-2.29926, -1.13295, -4.46445)  -0.017
C (1.06524, 3.19985, -0.34095)  0.025
H (-5.16156, 2.67285, 0.84865)  0.123
C (-0.30796, 3.46685, -0.34095)  -0.007
H (-2.57276, -1.13865, -5.51475)  0.123
O (-1.51336, -1.74215, 2.09375)  -0.271
C (0.76994, -2.44945, 2.23905)  -0.276
H (2.68914, -1.14255, -2.97425)  0.082
C (-3.29956, -1.14165, -3.50985)  -0.035
S (3.11464, -1.26215, -0.34095)  0.769
H (6.11624, -0.85355, -1.23225)  0.100
C (-1.20486, 2.41445, -0.34095)  -0.012
H (3.74474, 3.65915, -0.34095)  0.122
N (5.03384, 0.68635, -0.34095)  -0.116
H (-3.51886, 4.56005, 3.63435)  0.085
F (0.76994, -6.10655, 4.16415)  0.129
C (0.76994, -4.92165, 3.53275)  -0.121
C (-3.92086, 4.31565, 2.64545)  -0.043
C (-2.33246, 2.36185, 2.72785)  -0.018
H (1.76544, -0.13865, 0.65455)  0.049
H (-3.56076, 5.05775, 1.92655)  0.086
C (0.76994, -3.75185, 4.27355)  -0.123
C (3.63714, 0.32605, -0.34095)  -0.519
C (3.94494, 2.60085, -0.34095)  -0.043
H (-4.46776, 0.40975, 0.13995)  0.112
C (-2.96266, -1.14055, -2.15845)  0.027
O (-3.51356, -1.94285, 0.70915)  -0.271
C (0.76994, -3.63355, 1.46935)  -0.537
H (6.11624, -0.85355, 0.55035)  0.103
H (-2.27556, 2.58015, -0.34095)  0.113
C (-0.59436, -1.12845, -2.69515)  -0.149
C (-3.50306, 2.94125, 2.21775)  -0.267
H (-5.01176, 4.38465, 2.71335)  0.088
C (5.15904, 2.04885, -0.34095)  -0.045
H (-1.03666, 0.63215, 2.71965)  0.116
H (2.17174, -1.13665, -5.42025)  0.120
C (0.04544, -1.12955, -5.04975)  0.032
C (-3.86686, 0.96345, 0.85325)  -0.049
H (-1.32756, 0.26585, -0.34095)  -0.012
C (-4.25776, 2.23865, 1.26675)  -0.031
N (-1.27266, -1.13415, -0.38355)  -0.371
H (-3.78846, -1.16515, -1.45355)  0.101
H (-1.72666, 2.88835, 3.46005)  0.121
C (6.16344, -0.22105, -0.34095)  -0.019
C (1.53734, 1.88075, -0.34095)  -0.196
S (0.76994, -3.61315, -0.26415)  0.673
H (-4.34466, -1.15875, -3.80165)  0.121
H (7.10584, 0.33435, -0.34095)  0.105
C (-1.62466, -1.12985, -1.70635)  -0.244
H (-0.66516, 4.49285, -0.34095)  0.125
F (0.76994, -3.80725, 5.61475)  0.127
F (0.76994, -1.39725, 4.36325)  0.118
C (1.38094, -1.13355, -4.68185)  -0.023
H (1.72994, 4.05315, -0.34095)  0.106
C (0.76994, -4.87045, 2.14155)  -0.218

Results
- 2S+1: 2
- Net charge: +1
- Total energy: -3417.16937 hartree
- HOMO-LUMO gap (spin up / spin down): 5.866 / 6.657 eV
- LUMO (spin up / spin down): -3.46 / -3.48 eV

***

Record 2
Entry from OMol25: C31H23MnN11O3 as an isolated structure (ωB97M-V/def2-TZVPD).

Last column: Löwdin charge in e.
Atoms and positions in Å:
O (-1.66677, 1.45210, 1.42829)  -0.083
N (-0.06433, -0.39379, 2.87949)  0.043
H (-2.44342, 0.08869, -1.69132)  0.091
C (0.35082, 0.65059, -3.33525)  -0.210
H (3.64884, 5.22494, -4.42359)  0.108
N (2.16336, 1.96486, 0.52721)  0.115
H (-4.80400, -4.69763, 0.31289)  0.114
C (1.84619, 4.65871, -3.44763)  -0.011
H (-0.60874, -5.16660, -0.41151)  0.108
O (-3.66768, 2.06188, 0.59404)  0.039
H (5.11764, 4.03922, -2.82203)  0.105
H (-0.68866, 4.30728, -2.87542)  0.154
N (-0.07932, 3.87568, -2.19887)  0.141
N (2.85722, 0.23833, -2.98412)  0.156
N (-2.10202, -1.01680, 0.61206)  0.096
C (-1.23931, -3.19612, 0.04887)  -0.001
C (1.81398, -2.44565, 1.52383)  -0.144
C (3.49667, 3.31399, -1.63974)  -0.020
H (3.47862, -3.91580, 1.31965)  0.092
N (2.17773, -1.45140, -0.31043)  0.029
H (4.11369, 2.76597, -0.94221)  0.113
N (1.37830, 1.18508, 1.36395)  -0.055
H (1.99628, -0.81015, -1.07411)  0.095
C (-2.82311, 1.24506, 0.94704)  -0.622
C (-0.50281, 0.15715, -2.30944)  -0.506
C (1.29661, 3.94855, -2.37933)  -0.183
C (-4.71218, -2.01988, 0.66958)  0.008
C (-2.32341, -2.35443, 0.38306)  -0.184
C (-2.73630, -5.09140, -0.03074)  -0.074
C (-3.62345, -2.89904, 0.44937)  -0.151
N (-1.84436, 0.29123, -2.47289)  0.209
C (1.03174, 0.15703, 3.43414)  -0.236
C (4.04537, 4.01797, -2.68564)  -0.067
H (-0.26647, -2.74952, -0.07588)  0.082
H (-1.71186, -1.58469, 3.13293)  0.117
N (0.09213, 2.34010, -0.45214)  0.129
C (1.45261, 2.49293, -0.42517)  -0.274
C (2.91455, -3.08407, 0.93785)  -0.056
H (1.19737, 5.15057, -4.16073)  0.116
H (2.28395, 0.36870, 5.15918)  0.118
C (-0.60152, 3.05158, -1.27721)  -0.119
C (-3.80270, -4.28894, 0.25122)  -0.035
C (1.73682, 0.44016, -3.18620)  -0.223
C (-0.83756, -1.17614, 3.62359)  -0.087
O (-0.05495, -0.39571, -1.26929)  -0.099
H (-5.71785, -2.42151, 0.70777)  0.120
H (-2.22861, 0.76301, -3.27333)  0.101
C (-0.16598, 1.46475, -4.36376)  -0.260
C (-1.44473, -4.53200, -0.14723)  -0.057
C (3.21421, 4.68827, -3.59075)  -0.064
H (1.32397, -2.65971, 2.46017)  0.107
N (1.37963, -1.44807, 0.75864)  -0.039
C (-0.54540, -1.47079, 4.94707)  -0.040
H (2.73224, 1.50983, 2.89455)  0.131
N (-0.60492, 2.19215, -5.14904)  0.128
C (-3.14409, -0.23101, 0.77884)  -0.181
H (0.84677, -1.12719, 6.54702)  0.112
C (-4.48043, -0.68621, 0.79256)  0.018
C (1.81988, 1.02984, 2.55590)  -0.044
H (-5.26599, 0.04549, 0.91096)  0.122
C (0.58993, -0.91787, 5.51724)  -0.048
C (1.39231, -0.08703, 4.75152)  -0.004
C (2.10872, 3.27139, -1.47438)  -0.097
H (-2.87967, -6.15213, -0.18751)  0.104
Mn (-0.26431, 0.08897, 0.86938)  0.661
H (-1.20336, -2.11560, 5.51155)  0.109
H (3.82456, -2.53006, -1.04501)  0.121
H (-1.68377, 2.98149, -1.24088)  0.140
C (3.11136, -2.40657, -0.24859)  -0.075

Results
- 2S+1: 2
- Net charge: 0
- Total energy: -3174.26409 hartree
- HOMO-LUMO gap (spin up / spin down): 7.115 / 6.951 eV
- LUMO (spin up / spin down): -0.67 / -0.70 eV
- Relative energy (zero: lowest compared OMol25 entry of this formula, charge and spin): 2.6 kcal per mole

***

Record 3
Entry from OMol25: C31H23N4O7RhS3 as an isolated structure (ωB97M-V/def2-TZVPD).

Last column: Löwdin charge in e.
Atoms and positions in Å:
O (0.68877, -0.69516, 1.81014)  -0.165
H (-0.32524, -6.87700, -2.35250)  0.090
S (-1.98078, -1.33189, 3.26931)  0.632
C (-2.37965, -6.09821, 0.23112)  -0.065
C (-1.06112, -6.33467, -1.77096)  -0.110
C (-1.23718, 6.06759, 2.21715)  -0.050
Rh (-1.02573, 0.58240, 1.24910)  1.070
H (5.67575, 2.35087, -3.16404)  0.088
O (3.67169, 4.08534, 0.50571)  0.065
H (-1.27715, -4.75181, -3.20934)  0.097
C (2.95178, 1.16553, -1.54657)  -0.009
H (3.55108, -3.24219, -1.73624)  0.081
H (-2.91234, -3.49399, -1.84982)  0.106
C (0.84168, -1.64072, -0.40771)  -0.141
N (-4.10007, 1.07998, 1.94047)  -0.018
C (-3.91862, -4.12174, 0.57773)  -0.448
O (0.68419, 1.32950, 0.01872)  -0.123
N (-2.55101, 4.22267, -0.95137)  -0.052
H (4.36022, -2.92511, 0.60853)  0.088
H (-1.44340, 7.13147, 2.22904)  0.110
C (1.31546, -1.39731, 0.93688)  -0.349
C (-0.71823, 3.31830, 2.14770)  -0.040
N (-1.96182, -2.16384, 0.68700)  -0.012
N (-1.37469, -1.08801, 0.25594)  -0.120
H (-1.04705, -7.73621, -0.14205)  0.093
H (-4.18551, -3.19278, 0.07721)  0.076
C (2.60729, -1.91252, 1.25289)  -0.016
H (-0.44758, 2.26824, 2.13222)  0.045
C (1.69057, -2.26586, -1.34990)  -0.071
C (3.37937, -2.55954, 0.32238)  -0.110
C (-1.59273, -5.14341, -2.24883)  -0.090
O (-1.86845, 2.10245, -0.40093)  -0.080
C (2.93127, -2.73696, -1.00486)  -0.129
H (2.96987, -1.73683, 2.25935)  0.109
H (-2.66706, -6.45741, 1.21529)  0.101
C (-1.64803, 5.27690, 1.16332)  -0.217
C (-2.51449, -4.43706, -1.48641)  -0.055
H (-0.19510, 6.03582, 4.09620)  0.092
H (-1.81705, -1.09066, -2.40491)  0.078
C (-2.91451, -4.90136, -0.23753)  -0.295
C (-0.28350, 4.08165, 3.21917)  -0.054
O (-1.69128, 6.59721, -1.11180)  -0.347
H (4.34800, 4.74652, 0.33287)  0.093
S (-2.51340, 5.70098, -0.33049)  0.589
O (1.92227, 2.24075, 1.67110)  0.036
C (-1.46214, -6.81151, -0.52772)  -0.099
O (-3.83145, 6.18448, 0.00819)  -0.343
H (2.21416, 0.37093, -1.58057)  0.101
C (-2.98434, 0.88267, 1.69332)  -0.466
C (-1.40701, 3.92013, 1.11723)  -0.119
H (-1.01307, 0.42598, -1.97583)  0.080
H (4.03605, 0.47374, -3.26970)  0.091
H (-4.83013, -4.70635, 0.72613)  0.071
C (3.76813, 3.13153, -0.46453)  -0.257
H (5.48646, 4.03675, -1.37034)  0.099
C (-2.37574, -2.26483, 1.95223)  -1.130
H (-0.10052, -0.82864, -2.83891)  0.071
C (-0.86471, -0.65721, -2.08159)  -0.011
S (-3.39985, -3.68930, 2.26024)  0.849
C (4.88347, 2.26657, -2.43011)  -0.118
H (0.28617, 3.61198, 4.01057)  0.110
C (-0.54731, 5.44703, 3.25608)  -0.085
C (4.77814, 3.21431, -1.42236)  -0.050
C (3.96613, 1.22824, -2.49440)  -0.098
C (1.72012, 1.91186, 0.50355)  -0.573
C (2.83454, 2.09232, -0.51713)  -0.039
C (-1.96608, 3.31926, -0.15294)  -0.500
H (1.32331, -2.41605, -2.36052)  0.101
C (-0.45085, -1.19587, -0.76117)  -0.257

Results
- 2S+1: 5
- Net charge: -2
- Total energy: -3245.90688 hartree
- HOMO-LUMO gap (spin up / spin down): 5.712 / 6.750 eV
- LUMO (spin up / spin down): 4.04 / 3.76 eV
- Relative energy (zero: lowest compared OMol25 entry of this formula, charge and spin): 23.4 kcal per mole